No. 1
ORCA calculation (ωB97M-V/def2-TZVPD) on C3H2ClFN2 in the gas phase at a distorted geometry.

Calculated values
spin multiplicity	1
energy above the lowest of the compared OMol25 structures with the same formula, charge and spin	4.397	eV
E	-784.9035	Eh
frontier orbital gap	0.297	Eh

Each line ends with the Mulliken charge.
CARTESIAN COORDINATES (ANGSTROEM)
C1 2.1847 0.6242 0.4772  -0.037
Cl1 -3.0290 1.3337 -0.0738  -0.106
N1 -1.0862 -0.2831 -0.1340  -0.012
H1 -1.7067 -0.9992 -0.2423  0.263
H2 0.4965 -1.8814 0.0394  0.270
F1 3.0890 1.0871 -0.3348  -0.147
C2 -1.4156 0.9145 0.2244  -0.315
C3 0.2029 -0.7386 0.0380  0.045
N2 1.2643 -0.0572 0.0059  0.039

No. 2
ORCA calculation (ωB97M-V/def2-TZVPD) on C3H2ClFS in the gas phase at a distorted geometry.

Calculated values
structure (SMILES)	F/C=C(\Cl)C=S
spin multiplicity	1
energy above the lowest of the compared OMol25 structures with the same formula, charge and spin	0.202	eV
E	-1073.7033	Eh
frontier orbital gap	0.308	Eh

Each line ends with the Mulliken charge.
CARTESIAN COORDINATES (ANGSTROEM)
C1 -0.4601 1.0249 -0.3906  -0.173
F1 -1.4093 1.9618 -0.0965  -0.216
C2 -0.1333 0.0954 0.4378  0.515
Cl1 -0.8392 -0.1036 1.9713  -0.139
H1 1.2131 -0.7076 -1.0188  0.198
C3 0.7521 -1.0122 -0.0576  -0.312
H2 -0.0786 1.2233 -1.3888  0.318
S1 0.9553 -2.4820 0.5432  -0.190

No. 3
ORCA calculation (ωB97M-V/def2-TZVPD) on C3H2ClFS2 in the gas phase at a distorted geometry.

Calculated values
structure (SMILES)	F/C(Cl)=C\SC=S
spin multiplicity	1
energy above the lowest of the compared OMol25 structures with the same formula, charge and spin	0.433	eV
E	-1471.8839	Eh
frontier orbital gap	0.296	Eh

Each line ends with the Mulliken charge.
CARTESIAN COORDINATES (ANGSTROEM)
F1 2.4888 1.2454 -0.0948  -0.189
C1 0.5675 -0.2003 0.0251  -0.313
H1 0.2023 -1.1810 0.2434  0.367
C2 1.9264 0.0403 -0.1090  0.376
S1 -2.5653 -1.2505 -0.0263  -0.256
H2 -2.9650 1.1082 -0.0913  0.358
Cl1 3.2221 -1.1584 0.0338  -0.151
C3 -2.2372 0.3558 -0.0902  -0.187
S2 -0.6397 1.0405 0.1092  -0.004

No. 4
ORCA calculation (ωB97M-V/def2-TZVPD) on 2 unconnected molecules or ions with the total composition C3H2ClN at a distorted geometry.

Calculated values
spin multiplicity	1
energy above the lowest of the compared OMol25 structures with the same formula, charge and spin	2.842	eV
E	-630.3244	Eh
frontier orbital gap (alpha / beta)	0.304 / 0.305	Eh

Each line ends with the Mulliken charge.
CARTESIAN COORDINATES (ANGSTROEM)
H1 -1.8650 0.2454 -0.2082  0.329
H2 -1.4673 -1.3328 0.1884  0.280
C1 0.9181 1.1132 -0.0526  0.523
Cl1 1.7272 -1.7980 0.0508  -0.309
C2 -1.0941 -0.3101 0.0718  -0.491
C3 0.1304 0.0613 -0.0708  -0.023
N1 1.6507 2.0209 0.0207  -0.308

No. 5
ORCA calculation (ωB97M-V/def2-TZVPD) on C3H2ClNO in the gas phase at a distorted geometry.

Calculated values
structure (SMILES)	Clc1cnco1
spin multiplicity	1
energy above the lowest of the compared OMol25 structures with the same formula, charge and spin	0.153	eV
E	-705.6785	Eh
frontier orbital gap	0.375	Eh

Each line ends with the Mulliken charge.
CARTESIAN COORDINATES (ANGSTROEM)
Cl1 -2.6578 -0.1421 -0.0451  -0.156
O1 -0.1955 -1.2037 0.1165  -0.281
C1 -0.9390 -0.0403 0.1283  0.354
C2 -0.0768 1.0145 0.0557  -0.262
C3 1.0613 -0.7463 -0.1096  0.058
H1 -0.2855 2.0554 0.0418  0.407
N1 1.2025 0.5360 -0.0343  -0.462
H2 1.8909 -1.4735 -0.1533  0.343

No. 6
ORCA calculation (ωB97M-V/def2-TZVPD) on a molecular structure, C3H2ClNO at a distorted geometry.

Calculated values
spin multiplicity	1
energy above the lowest of the compared OMol25 structures with the same formula, charge and spin	2.496	eV
E	-705.5924	Eh
frontier orbital gap	0.354	Eh

Each line ends with the Mulliken charge.
CARTESIAN COORDINATES (ANGSTROEM)
C1 0.5764 -0.8014 0.0741  -0.104
C2 -0.4156 0.8783 -0.0464  0.583
Cl1 -2.2738 -0.9500 -0.1654  -0.090
O1 -1.1185 1.8377 -0.0457  -0.455
H1 1.9599 0.7502 -0.2009  0.279
C3 0.9379 0.4062 -0.3503  -0.445
N1 -0.7655 -0.4327 0.4729  -0.164
H2 1.0991 -1.6882 0.2617  0.395

Which value of E does entry 3 give? -1471.8839 Eh

What is the energy above the lowest of the compared OMol25 structures with the same formula, charge and spin in the third record? 0.433 eV